{
  "formula": "C4H4N2OS",
  "method": "ωB97M-V/def2-TZVPD",
  "smiles": "CC1=NC(=O)C(=S)N1",
  "fmax_ev_per_a": 1.795,
  "e_above_lowest_ev": 0.1896,
  "homo_ev": -9.1,
  "e_tot_ev": -20075.5402,
  "homo_lumo_gap_ev": 7.8,
  "symbols": ["C", "C", "N", "C", "O", "C", "S", "N", "H", "H", "H", "H"],
  "coordinates": [[-0.222450, 2.985271, 0.276500], [0.102042, 1.506655, 0.145797], [1.269440, 1.014554, 0.018680], [1.113594, -0.372771, -0.134929], [1.972207, -1.192959, -0.233992], [-0.398907, -0.677987, -0.003273], [-1.169504, -2.082872, -0.115603], [-0.960103, 0.604459, 0.115621], [-1.289161, 3.138589, 0.246986], [0.186258, 3.528855, -0.566669], [0.239765, 3.375376, 1.173439], [-1.933505, 0.846707, 0.223154]],
  "forces_ev_per_angstrom": [[0.42, -1.01, -0.34], [-1.27, 1.26, -0.12], [0.72, 0.00, -0.27], [-0.22, -0.09, 0.92], [0.02, -0.02, -0.27], [-1.06, 0.72, -0.57], [0.13, 0.10, 0.15], [1.27, -0.89, 0.11], [-0.35, 0.09, 0.33], [0.28, -0.03, -0.17], [-0.09, 0.11, 0.25], [0.14, -0.26, -0.01]]
}

{
  "formula": "C4H4N2S",
  "method": "ωB97M-V/def2-TZVPD",
  "smiles": "N#CN1CC=CS1",
  "fmax_ev_per_a": 5.537,
  "e_above_lowest_ev": 3.1911,
  "homo_ev": -8.9,
  "e_tot_ev": -18025.0496,
  "homo_lumo_gap_ev": 9.1,
  "symbols": ["N", "C", "N", "C", "C", "C", "S", "H", "H", "H", "H"],
  "coordinates": [[-2.778409, -1.496105, -0.385326], [-1.984536, -0.732323, -0.055429], [-1.124031, 0.028879, 0.562206], [0.502050, -0.695202, 0.555714], [1.247504, 0.203922, -0.329990], [0.783066, 1.440561, -0.432944], [-0.773315, 1.688078, 0.320046], [0.344771, -1.660203, 0.253036], [0.675825, -0.611480, 1.537029], [1.967704, -0.344631, -0.875072], [1.139376, 2.178500, -1.149271]],
  "forces_ev_per_angstrom": [[-0.49, -0.55, -0.64], [-0.88, 0.19, -0.20], [4.56, -0.89, 1.02], [-4.12, 3.12, -1.97], [-0.59, -0.35, 0.53], [0.02, -0.27, -1.19], [-0.55, 0.47, -0.07], [-0.30, -2.37, -0.86], [1.09, 0.20, 3.74], [1.21, 0.44, -0.78], [0.06, 0.01, 0.42]]
}

{
  "formula": "C4H4N2S",
  "method": "ωB97M-V/def2-TZVPD",
  "fmax_ev_per_a": 2.389,
  "e_above_lowest_ev": 6.5888,
  "homo_ev": -9.5,
  "e_tot_ev": -18021.6520,
  "homo_lumo_gap_ev": 8.5,
  "symbols": ["C", "C", "C", "C", "N", "N", "S", "H", "H", "H", "H"],
  "coordinates": [[1.205705, 1.961714, 0.354811], [0.217396, 1.128015, 0.530139], [-0.095661, -0.258994, 0.049847], [-1.503679, -0.723677, -0.216522], [2.810541, 0.472160, -0.694208], [0.876311, -1.058473, -0.182260], [2.544056, -0.763037, 0.008743], [-0.477590, 1.700305, 1.075932], [-1.594563, -1.010651, -1.343966], [-2.285916, 0.138840, -0.070598], [-1.696605, -1.586201, 0.488085]],
  "forces_ev_per_angstrom": [[0.49, -0.40, -0.42], [0.44, -1.14, -0.82], [1.70, 0.42, -0.14], [-1.45, 0.92, -0.93], [1.20, 2.03, -0.39], [-0.75, -1.18, 0.74], [-1.96, -0.63, 0.00], [-1.33, 0.68, 0.88], [0.22, 0.13, 2.17], [1.53, -1.70, 0.00], [-0.08, 0.89, -1.08]]
}

{
  "formula": "C4H4N2S",
  "method": "ωB97M-V/def2-TZVPD",
  "smiles": "CC1=NC=NC1=S",
  "fmax_ev_per_a": 4.785,
  "e_above_lowest_ev": 2.4685,
  "homo_ev": -9.4,
  "e_tot_ev": -18025.7723,
  "homo_lumo_gap_ev": 7.2,
  "symbols": ["C", "C", "N", "C", "N", "C", "S", "H", "H", "H", "H"],
  "coordinates": [[0.613123, -1.541573, -0.215266], [-0.137418, -0.238684, 0.115868], [-0.992930, -0.080432, 1.021812], [-1.298499, 1.310632, 0.950693], [-0.605329, 2.036305, 0.075523], [0.170627, 1.117549, -0.621664], [1.427285, 1.299072, -1.661938], [1.719239, -1.568607, 0.251913], [0.177126, -2.520420, 0.104485], [0.966052, -1.629379, -1.461834], [-2.039276, 1.815539, 1.440408]],
  "forces_ev_per_angstrom": [[3.10, -0.46, -2.19], [2.13, -1.64, -2.35], [-1.11, 0.63, 1.07], [3.22, 0.38, -3.52], [-1.25, -0.79, 0.63], [1.39, -1.10, 1.00], [-1.47, 0.17, 0.77], [-2.51, 0.49, -0.73], [-0.15, 1.22, -0.26], [-1.52, 0.47, 3.72], [-1.84, 0.64, 1.86]]
}

{
  "formula": "C4H4N2S2",
  "method": "ωB97M-V/def2-TZVPD",
  "smiles": "S=C1SN=C[C@@H]2N[C@H]12",
  "fmax_ev_per_a": 1.517,
  "e_above_lowest_ev": 2.2584,
  "homo_ev": -8.7,
  "e_tot_ev": -28861.2806,
  "homo_lumo_gap_ev": 8.2,
  "symbols": ["S", "C", "S", "N", "C", "C", "N", "C", "H", "H", "H", "H"],
  "coordinates": [[-1.401134, -2.758712, 0.887423], [-0.557679, -1.376490, 0.756318], [0.222226, -0.736420, 2.167157], [1.232990, 0.445353, 1.568081], [1.262274, 0.955593, 0.412918], [0.399810, 0.567965, -0.734570], [-1.006953, 0.879375, -0.433167], [-0.579597, -0.518327, -0.492795], [2.027294, 1.775761, 0.253996], [0.807957, 0.749621, -1.752138], [-1.515046, 1.138674, -1.261321], [-0.892142, -1.122394, -1.371903]],
  "forces_ev_per_angstrom": [[0.17, 0.00, -0.23], [-0.85, 0.69, 0.12], [0.23, 0.00, -1.05], [0.26, 0.68, 0.65], [1.06, 0.43, -0.35], [0.35, 0.62, -0.13], [0.25, -0.36, 0.47], [-0.19, -1.32, -0.73], [-0.86, -0.98, 0.12], [-0.44, -0.22, 0.81], [-0.20, -0.07, -0.33], [0.22, 0.53, 0.66]]
}

{
  "formula": "C4H4N2Se",
  "method": "ωB97M-V/def2-TZVPD",
  "smiles": "[H]/N=C\\C=C/N=C=[Se]",
  "fmax_ev_per_a": 6.028,
  "e_above_lowest_ev": 1.3603,
  "homo_ev": -8.8,
  "e_tot_ev": -72535.3857,
  "homo_lumo_gap_ev": 8.6,
  "symbols": ["H", "N", "C", "C", "C", "N", "C", "Se", "H", "H", "H"],
  "coordinates": [[1.548720, -0.941760, -0.217159], [0.770695, -1.438886, -0.507414], [-0.315971, -0.906642, -0.765322], [-0.601038, 0.298135, -0.011330], [-0.184898, 0.826069, 1.083230], [0.988304, 0.283888, 1.745602], [1.657735, -0.727721, 1.808872], [2.288141, -2.280609, 1.567837], [-1.064619, -1.534751, -1.409310], [-1.445381, 0.878131, -0.438111], [-0.450721, 1.741562, 1.478206]],
  "forces_ev_per_angstrom": [[0.85, 1.44, 0.85], [0.67, -3.31, -3.96], [-1.06, -0.80, 0.74], [-4.62, 1.20, -3.68], [4.24, -1.61, 1.83], [0.62, -0.84, 0.71], [-2.54, 2.14, -0.31], [1.48, -1.16, 1.42], [0.86, 1.59, 1.46], [0.36, -0.21, 0.28], [-0.85, 1.55, 0.66]]
}